[1]
Here is 2 unconnected molecules or ions with the total composition C30H26N4O2 in a non-equilibrium geometry from the Open Molecules 2025 dataset. Energies are from ωB97M-V with the def2-TZVPD basis set.

Geometry as XYZ:
```
62
C30H26N4O2 (ωB97M-V with the def2-TZVPD basis set)
C 2.8858 -2.0746 -2.2891
C 1.5481 -2.5489 -1.8744
C 0.6765 -2.9612 -2.8940
N -0.0042 -3.2399 -3.8151
C 1.0450 -2.4309 -0.5453
C 1.8710 -1.9664 0.5229
C 1.3890 -1.8768 1.8153
C 0.0754 -2.2628 2.1092
C -0.3637 -2.2628 3.4752
N -0.6936 -2.2630 4.5995
C -0.7940 -2.6164 1.0664
C -0.3144 -2.7239 -0.2334
H 3.4013 -1.5862 -1.4613
H 3.5038 -2.9046 -2.6683
H 2.7832 -1.3619 -3.1252
H 2.8957 -1.6623 0.3210
H 2.0460 -1.5220 2.6100
H -1.8393 -2.8288 1.2944
H -0.9964 -3.0140 -1.0354
C 9.5286 -0.3457 -2.3107
O 8.9991 -0.4744 -3.6494
C 8.4841 -1.6553 -4.0717
C 8.0449 -1.6860 -5.4188
C 7.3636 -2.7952 -5.8920
C 7.0826 -3.8609 -5.0337
N 6.3255 -4.9235 -5.5724
C 5.3722 -5.7071 -4.9727
C 4.5625 -5.2249 -3.8672
C 3.2683 -5.8629 -3.5466
C 2.8985 -6.0564 -2.2556
C 1.9116 -7.0635 -1.8639
C 2.0658 -7.7695 -0.6444
C 1.1760 -8.7827 -0.2990
C 0.0943 -9.0876 -1.1389
C -0.0686 -8.3967 -2.3477
C 0.8252 -7.3858 -2.7107
O 4.9614 -4.2168 -3.2382
N 5.0739 -6.6913 -5.8638
C 4.1169 -7.7693 -5.7175
C 5.8166 -6.5201 -7.0223
C 6.5400 -5.3973 -6.8720
C 7.6155 -3.8928 -3.7482
C 8.3120 -2.7924 -3.2477
H 9.9885 0.6441 -2.3431
H 8.7309 -0.3646 -1.5538
H 10.2833 -1.1142 -2.0763
H 8.2147 -0.8306 -6.0706
H 7.0182 -2.8257 -6.9249
H 2.5979 -6.0431 -4.3976
H 3.4427 -5.5404 -1.4486
H 2.9203 -7.5258 -0.0101
H 1.3281 -9.3371 0.6242
H -0.5988 -9.8814 -0.8625
H -0.9032 -8.6436 -2.9992
H 0.6694 -6.8116 -3.6263
H 4.4526 -8.5998 -6.3565
H 4.0687 -8.1067 -4.6785
H 3.1291 -7.4400 -6.0710
H 5.7399 -7.2187 -7.8424
H 7.1542 -4.8825 -7.5786
H 7.4837 -4.7683 -3.1189
H 8.6755 -2.7841 -2.2225
```

- Total charge: 0
- HOMO energy: -0.1756 hartree
- LUMO energy: -2.2752 eV
- Electronic energy: -41582.24339 eV
- Gap between HOMO and LUMO: 0.09203 hartree
- Spin multiplicity: 1

Mulliken population analysis, charges in e, atoms 1 to 4: -1.04 1.30 0.00 -0.80

=====

[2]
Here is a molecular structure, C30H26N4O5P2PbS6 in a non-equilibrium geometry from the Open Molecules 2025 dataset. Energies are from ωB97M-V with the def2-TZVPD basis set.

Geometry as XYZ:
```
74
C30H26N4O5P2PbS6 (ωB97M-V with the def2-TZVPD basis set)
Pb 1.4726 -5.1094 18.4354
O 5.8068 -11.1762 18.4038
C 5.2245 -10.1644 18.5560
S 4.0110 -9.7291 17.3159
C 3.5268 -8.2314 18.0022
C 4.3026 -7.7143 19.1873
S 3.9654 -6.3675 20.0244
S 5.5151 -8.8860 19.7644
S 2.2010 -7.5754 17.3015
N 0.1643 -2.0997 20.8655
P 1.7892 -2.5265 20.2829
C 2.5193 -3.1187 21.9293
C 3.9028 -3.1131 21.9919
C 4.6083 -3.7630 22.9659
C 3.8716 -4.4130 23.9626
C 2.4978 -4.5077 23.8715
C 1.8187 -3.8943 22.8490
C 2.6595 -0.9042 20.2137
C 3.0770 -0.3734 19.0006
C 3.7309 0.8799 18.9180
C 3.9071 1.5134 20.1221
C 3.4402 1.0646 21.3386
C 2.8064 -0.1587 21.3938
P -1.0763 -1.3641 20.0956
C -2.2261 -0.9098 21.3675
C -2.6130 -1.8103 22.3721
C -3.3793 -1.4460 23.4840
C -3.6839 -0.0645 23.6098
C -3.3929 0.8343 22.5862
C -2.6884 0.3980 21.4587
C -0.5881 -0.0577 19.0423
C -0.7563 -0.1052 17.5908
C -0.1606 0.9023 16.8737
C 0.5426 1.9176 17.4897
C 0.6813 1.9994 18.8716
C 0.0752 0.9917 19.6256
H -0.0276 -2.0546 21.8059
H 4.4437 -2.4778 21.2943
H 5.6769 -3.7258 23.0425
H 4.3719 -4.9436 24.7712
H 1.9719 -5.0911 24.6106
H 0.7900 -4.0305 22.6055
H 2.8869 -0.9236 18.0536
H 4.1438 1.3009 17.9235
H 4.3762 2.4869 20.1383
H 3.4398 1.7357 22.2124
H 2.3806 -0.4554 22.3149
H -2.5287 -2.9324 22.1809
H -3.7319 -2.2019 24.1484
H -4.1508 0.2240 24.4835
H -3.6822 1.9023 22.6583
H -2.4496 1.0608 20.5801
H -1.3230 -0.8629 17.0375
H -0.4481 0.9710 15.8206
H 0.9385 2.6974 16.9278
H 1.2485 2.7624 19.2946
H 0.3363 0.9221 20.6663
S 3.4216 -4.0319 17.0719
C 2.9088 -3.1990 15.6823
N 3.2367 -3.6293 14.4848
C 2.7736 -2.8141 13.2942
C 2.6018 -1.3727 13.7632
S 2.1831 -1.6305 15.5677
H 3.5078 -4.5615 14.2071
H 1.8951 -3.3588 12.9715
H 3.5380 -2.9674 12.5415
H 1.7246 -0.8662 13.3461
H 3.3904 -0.7235 13.5639
O -2.8319 -2.1563 18.3364
N -2.0739 -2.6085 19.0840
O -1.2473 -3.3119 16.1830
N -0.2104 -3.7710 16.6040
O 0.3016 -4.8081 16.1300
O 0.4053 -3.2113 17.5810
```

- Total charge: +2
- HOMO energy: -0.4982 hartree
- LUMO energy: -7.5240 eV
- Electronic energy: -136546.68950 eV
- Gap between HOMO and LUMO: 0.22165 hartree
- Spin multiplicity: 1
- Energy above the lowest of the compared OMol25 structures with the same formula, charge and spin: 233.96 kJ/mol

Mulliken population analysis, charges in e, atoms 1 to 4: 0.64 -0.40 0.56 0.00

=====

[3]
Here is a molecular structure, C30H26N5O2SeW in a non-equilibrium geometry from the Open Molecules 2025 dataset. Energies are from ωB97M-V with the def2-TZVPD basis set.

Geometry as XYZ:
```
65
C30H26N5O2SeW (ωB97M-V with the def2-TZVPD basis set)
W 0.1209 0.3933 0.3309
C -3.0758 -0.4981 2.9836
C -2.0601 -0.9151 1.9865
O -1.2691 0.0530 1.4928
C -1.8578 -2.1825 1.5551
C -0.8974 -2.5630 0.5775
C -0.7133 -3.9963 0.2429
N -0.1584 -1.6346 -0.0358
N 0.7359 -2.1421 -0.9694
C 1.3671 -1.2178 -1.5885
O 1.0582 0.0851 -1.2166
C 2.3638 -1.4372 -2.6002
C 2.9862 -0.3446 -3.2170
C 3.9496 -0.5610 -4.1817
C 4.2977 -1.8604 -4.5316
C 3.6694 -2.9494 -3.9317
C 2.7057 -2.7450 -2.9685
H -3.0650 0.5778 3.1286
H -2.9012 -0.9926 3.9412
H -4.0682 -0.8131 2.6558
H -2.4834 -2.9624 1.9673
H -1.2989 -4.6339 0.8982
H 0.3433 -4.2607 0.2972
H -1.0104 -4.1737 -0.7952
H 2.7031 0.6636 -2.9439
H 4.4344 0.2762 -4.6649
H 5.0612 -2.0264 -5.2805
H 3.9377 -3.9563 -4.2209
H 2.1991 -3.5782 -2.4984
N 5.8975 0.6306 4.5842
C 6.5556 0.2195 5.6992
C 7.7459 0.6168 6.2974
C 8.1041 -0.0677 7.4350
C 7.3127 -1.1258 7.9902
C 6.1412 -1.5119 7.4250
C 5.7322 -0.8235 6.2503
N 4.6375 -0.9864 5.5061
C 4.7399 -0.1130 4.4943
C 3.7515 -0.0289 3.4895
C 3.8668 0.7457 2.3068
C 2.8580 0.7647 1.4026
N 1.6806 0.0795 1.5898
C 1.5696 -0.6880 2.7258
C 2.5549 -0.7764 3.6458
H 6.1923 1.3756 3.9757
H 8.3605 1.4115 5.8945
H 9.0281 0.1962 7.9343
H 7.6710 -1.6229 8.8821
H 5.5283 -2.3070 7.8283
H 4.7623 1.3138 2.0931
H 2.9451 1.3164 0.4840
H 0.6472 -1.2335 2.8444
H 2.4478 -1.4056 4.5183
Se -0.0207 2.6972 0.3717
C 0.1290 4.6707 -0.0407
C 0.0573 5.0824 -1.3470
C 0.2368 6.4480 -1.5402
C 0.4703 7.2953 -0.4616
C 0.5069 6.8003 0.8388
C 0.3285 5.4427 1.0792
H -0.1308 4.4222 -2.1819
H 0.1921 6.8406 -2.5478
H 0.6188 8.3526 -0.6352
H 0.6717 7.4632 1.6780
H 0.3407 5.0393 2.0826
```

- Total charge: +3
- HOMO energy (spin up / spin down): -0.5642 / -0.5643 hartree
- LUMO energy (spin up / spin down): -11.3191 / -11.3172 eV
- Electronic energy: -110222.69879 eV
- Gap between HOMO and LUMO (spin up / spin down): 0.14820 / 0.14835 hartree
- Spin multiplicity: 1
- Energy above the lowest of the compared OMol25 structures with the same formula, charge and spin: 0.00 kJ/mol

Mulliken population analysis, charges in e, atoms 1 to 4: 1.45 -1.37 0.44 -0.41